# C37H56N2OP2S3W

A molecular structure, C37H56N2OP2S3W (wB97M-V/def2-TZVPD, the Open Molecules 2025 dataset).

XYZ file:
```
102
Properties=species:S:1:pos:R:3:forces:R:3
W -0.44623 0.33869 0.59565 -0.383 -0.322 0.104
S -0.67226 0.79370 2.96617 0.044 0.090 -0.064
S 2.05677 2.61017 1.12770 0.002 0.038 -0.067
S -2.84215 0.54732 0.69119 0.098 -0.084 0.031
P -1.01357 2.27158 -1.17909 -0.007 0.043 -0.023
P -0.74665 -1.47128 -1.27205 -0.021 0.097 -0.002
O 2.42610 3.69299 0.20290 -0.059 -0.006 0.040
N 0.58504 -1.49013 1.16624 -0.043 0.054 0.026
N 1.04111 1.62151 0.65370 0.364 0.166 0.023
C 0.66039 -2.38552 -2.08739 -0.009 -0.005 0.032
C -2.18657 -0.69314 -3.65758 -0.025 -0.020 -0.010
C -4.64429 0.16043 2.70970 -0.007 0.008 0.000
C -3.80803 2.98394 -1.20743 0.007 0.018 0.029
C 1.69590 -3.58338 1.79725 0.006 -0.026 0.018
C -1.33930 5.15947 -1.16851 0.007 -0.016 -0.026
C -2.70938 2.24967 -1.98971 -0.002 0.003 -0.034
C -5.01790 0.02997 4.03563 -0.004 0.001 -0.008
C -0.76831 3.94726 -0.41415 -0.023 0.010 0.023
C -2.73872 -2.83496 0.32584 0.017 -0.009 0.004
C 2.66159 -1.51413 2.57206 0.007 0.016 0.000
C 0.78776 -1.88899 -3.53331 -0.002 0.016 -0.005
C -2.36450 -3.08928 -2.92282 -0.018 -0.042 0.007
C 0.36994 3.53582 -3.38236 0.043 0.014 0.003
C 2.67383 -4.27209 2.50267 0.009 -0.017 -0.002
C -2.43603 -3.01594 2.69615 -0.017 -0.003 -0.020
C -4.64291 -3.71948 1.71098 0.001 0.007 -0.003
C -2.80785 2.70604 -3.44956 0.005 -0.003 0.007
C 1.63885 -2.16304 1.85938 -0.025 0.014 -0.041
C -1.44913 -2.31036 0.19093 0.027 -0.117 0.034
C 2.01761 -2.24205 -1.39722 0.005 -0.032 -0.041
C -2.73767 0.39038 4.71141 -0.003 0.000 0.006
C -3.24339 -3.19211 1.56232 0.029 0.011 0.024
C -1.17925 -2.47398 2.59580 -0.048 0.027 0.016
C -4.05940 0.14541 5.03892 0.010 0.002 0.007
C 4.67866 -4.41573 4.02537 -0.004 0.007 0.007
C -2.34963 0.51304 3.37602 0.007 -0.011 0.025
C 2.81788 -0.02705 2.62084 -0.052 -0.028 0.069
C -2.16810 -1.64324 -2.45216 0.031 0.008 -0.033
C 0.77134 -4.44870 0.96940 -0.043 -0.010 0.025
C 3.62921 -2.25640 3.24595 -0.022 -0.007 -0.002
C 3.65059 -3.63726 3.25198 0.001 0.000 -0.001
C -0.67097 -2.10656 1.33884 0.070 0.058 -0.156
C -1.20395 4.03036 1.05205 -0.011 0.020 -0.054
C 1.56337 1.66062 -2.31013 0.011 -0.004 -0.018
C 0.17712 2.21845 -2.62810 -0.060 0.009 0.002
C -3.31059 0.39182 2.37606 -0.013 -0.006 -0.007
H -2.82860 -3.27951 3.67207 0.001 0.002 -0.006
H -4.77719 2.56672 -1.49119 0.007 0.003 0.001
H 3.48414 0.25460 3.43592 0.008 -0.001 -0.008
H 1.06185 3.36446 -4.21050 -0.004 -0.002 0.002
H -3.79802 2.43843 -3.82749 -0.003 0.007 0.006
H -0.18355 -4.63523 1.46646 0.004 -0.015 -0.008
H -3.38451 -2.95310 -0.53239 -0.001 -0.012 -0.019
H -3.20517 -0.35985 -3.86401 -0.004 -0.023 0.002
H -0.80242 3.23082 1.66773 0.023 -0.040 0.022
H -2.07388 2.25533 -4.11309 0.006 -0.031 -0.017
H -3.00271 -1.36237 -1.80324 -0.007 0.015 -0.004
H 2.14810 2.37067 -1.72955 0.011 0.002 0.010
H 3.26110 0.33486 1.69395 0.002 0.009 -0.044
H -4.34602 0.04458 6.07793 0.005 0.001 -0.002
H -1.81940 -1.18401 -4.55778 0.001 0.003 0.002
H 0.82460 4.28589 -2.73356 0.004 -0.001 -0.015
H -2.33687 5.40433 -0.81025 -0.049 -0.014 0.008
H 2.24232 -1.20296 -1.16194 -0.004 0.084 -0.001
H -0.56868 -2.30585 3.47340 0.005 0.004 -0.005
H 4.39359 -1.71195 3.79085 -0.004 -0.005 0.004
H -2.29051 4.00260 1.14395 -0.015 -0.011 -0.001
H 0.31799 4.03623 -0.44228 0.062 -0.047 0.011
H -0.06483 -2.14991 -4.15325 0.042 0.030 0.009
H -0.86322 4.98338 1.46530 -0.005 -0.002 -0.013
H 1.24978 -5.41257 0.79647 -0.001 -0.004 0.001
H 4.99750 -5.30302 3.47692 0.000 0.001 0.000
H -1.38718 5.03871 -2.24651 -0.001 0.003 0.009
H 2.68029 -5.35590 2.43911 -0.001 0.004 -0.005
H -2.71891 3.78964 -3.52865 -0.001 -0.007 -0.008
H -0.54615 3.94233 -3.79939 -0.007 0.012 -0.004
H -0.30178 1.50149 -3.30204 0.030 0.073 0.014
H -2.96381 1.18729 -1.96127 0.031 -0.031 0.013
H -4.65455 -4.65943 2.26517 0.000 0.000 -0.003
H 0.92251 -0.80591 -3.56860 0.011 0.023 -0.012
H 1.67190 -2.34245 -3.98313 0.007 0.004 0.000
H -3.82316 4.04095 -1.46259 0.018 0.053 -0.013
H 4.27733 -4.75085 4.98464 0.001 0.001 0.000
H -5.25899 -3.00599 2.26317 0.001 -0.001 0.001
H 0.54131 -4.01370 0.00020 -0.004 -0.018 0.050
H -2.28567 -3.81922 -2.11842 -0.011 0.002 0.014
H -5.37920 0.07204 1.91796 0.001 0.001 0.002
H 2.79133 -2.60465 -2.07828 -0.007 -0.004 -0.001
H -5.10857 -3.88959 0.74047 0.001 0.001 0.003
H -1.57980 0.19178 -3.49908 -0.037 0.001 0.003
H 1.87080 0.47917 2.76802 -0.007 -0.008 0.014
H -1.98653 0.47941 5.48678 -0.005 -0.001 0.000
H -3.71468 2.87884 -0.13209 0.006 0.019 0.015
H 2.09367 -2.80395 -0.47505 0.026 0.034 -0.025
H 1.51683 0.72595 -1.76076 0.014 -0.073 0.037
H -3.34973 -3.19593 -3.38282 -0.001 -0.007 0.001
H -0.70463 6.02509 -0.96662 -0.009 0.003 0.004
H 5.55997 -3.80819 4.23090 -0.001 -0.002 0.000
H 2.08801 1.48062 -3.25292 -0.006 0.002 0.001
H 0.37087 -3.44071 -2.10362 0.006 -0.003 -0.019
H -1.62429 -3.35374 -3.67965 -0.045 -0.004 0.032
H -6.05301 -0.16022 4.28943 0.003 0.000 -0.003
```
Positions in Å, forces in eV/Å.

F_max = 0.0099 hartree/bohr
HOMO-LUMO gap (alpha / beta) = 6.16 / 6.29 eV
HOMO energy (alpha / beta) = -6.45 / -7.02 eV
Total energy = -97216.189 eV
2S+1 = 3